A structure of composition C25H35FeN4O5PS, computed with the ωB97M-V functional and the def2-TZVPD basis.

Each line ends with the Mulliken charge.
Element x y z (Å)
Fe (-0.37, 0.35, 0.40)  -0.231
C (-1.54, -2.15, 4.06)  -1.180
C (-2.48, -1.56, 3.01)  -0.456
C (-1.95, -1.86, 1.60)  -1.717
N (-1.97, -0.77, 0.65)  0.710
C (-2.96, -0.65, -0.20)  0.898
C (-4.21, -1.30, -0.02)  -0.794
C (-5.30, -1.39, -0.85)  -0.513
C (-5.51, -0.92, -2.14)  -0.683
C (-4.59, -0.19, -2.88)  -0.641
C (-3.34, 0.30, -2.54)  -0.768
C (-2.60, 0.22, -1.34)  0.908
N (-1.47, 0.86, -1.15)  0.784
C (-1.07, 1.88, -2.09)  -1.065
C (-0.16, 2.89, -1.41)  -1.106
C (-0.75, 3.31, -0.07)  -1.180
N (-0.63, 2.24, 0.91)  0.311
C (-0.75, 2.54, 2.18)  0.852
C (-1.31, 3.75, 2.63)  -0.799
C (-1.36, 4.32, 3.90)  -0.472
C (-0.77, 3.92, 5.08)  -0.764
C (0.03, 2.78, 5.22)  -0.462
C (0.29, 1.75, 4.36)  -1.117
C (-0.20, 1.47, 3.05)  1.216
N (-0.06, 0.32, 2.44)  0.098
C (0.53, -0.79, 3.20)  -1.619
C (-0.34, -1.27, 4.38)  -0.470
H (-1.20, -3.13, 3.70)  0.393
H (-2.08, -2.34, 4.99)  0.449
H (-2.56, -0.48, 3.15)  0.207
H (-3.49, -1.96, 3.13)  0.663
H (-2.48, -2.72, 1.17)  0.965
H (-0.91, -2.16, 1.67)  0.277
H (-4.33, -1.76, 0.95)  0.229
H (-6.14, -1.94, -0.42)  0.321
H (-6.45, -1.15, -2.62)  0.293
H (-4.89, 0.04, -3.90)  0.312
H (-2.82, 0.80, -3.35)  0.343
H (-1.98, 2.42, -2.41)  0.745
H (-0.60, 1.43, -2.97)  0.069
H (-0.07, 3.77, -2.06)  0.546
H (0.83, 2.48, -1.25)  0.202
H (-1.80, 3.62, -0.20)  0.341
H (-0.20, 4.18, 0.31)  0.704
H (-1.81, 4.32, 1.87)  0.284
H (-1.93, 5.24, 3.95)  0.312
H (-0.89, 4.56, 5.95)  0.303
H (0.53, 2.69, 6.18)  0.316
H (0.98, 1.01, 4.74)  0.411
H (1.51, -0.49, 3.57)  0.574
H (0.73, -1.60, 2.51)  0.773
H (-0.70, -0.40, 4.93)  0.382
H (0.32, -1.81, 5.07)  0.401
O (2.84, -0.80, 1.16)  -0.749
S (2.00, -0.64, 0.00)  1.239
O (2.61, -1.09, -1.23)  -0.730
O (0.64, -1.32, 0.21)  -0.709
O (1.49, 0.79, -0.12)  -0.617
C (1.83, -2.81, -3.53)  -1.150
P (1.06, -1.22, -3.91)  1.097
C (2.36, 0.04, -3.99)  -1.131
C (0.55, -1.41, -5.65)  -1.351
O (-0.08, -0.86, -3.04)  -0.481
H (2.87, -2.84, -3.87)  0.355
H (1.26, -3.61, -4.01)  0.386
H (1.81, -2.93, -2.45)  0.201
H (3.32, -0.40, -4.28)  0.398
H (2.46, 0.47, -3.00)  0.239
H (2.07, 0.80, -4.72)  0.376
H (1.38, -1.74, -6.28)  0.372
H (0.17, -0.46, -6.02)  0.347
H (-0.25, -2.15, -5.69)  0.353

Frontier orbital gap (alpha / beta): 0.258 / 0.257 Eh
Calculated total energy: -3572.2372 Eh
2S+1: 2
LUMO level (alpha / beta): 2.777 / 2.771 eV
Total charge: -1
Highest occupied orbital energy (alpha / beta): -4.233 / -4.233 eV
Energy above the lowest of the compared OMol25 structures with the same formula, charge and spin: 25.7 kJ/mol

A structure of composition C25H35N2OPReS2, computed with the ωB97M-V functional and the def2-TZVPD basis.

Each line ends with the Mulliken charge.
Element x y z (Å)
Re (0.41, -0.75, -0.54)  0.786
C (1.67, -2.53, -2.86)  -1.325
C (1.69, -1.06, -2.55)  0.224
N (2.30, -0.64, -1.45)  0.381
N (2.99, 0.51, -1.37)  -0.794
C (2.76, 1.23, -0.34)  0.428
S (1.38, 0.78, 0.69)  -0.180
S (3.66, 2.69, -0.08)  -0.010
C (3.61, 2.90, 1.74)  -1.228
C (4.35, 1.82, 2.47)  0.486
C (3.66, 0.82, 3.15)  0.071
C (4.34, -0.19, 3.81)  -0.638
C (5.73, -0.20, 3.80)  -0.502
C (6.43, 0.80, 3.14)  -0.605
C (5.75, 1.81, 2.48)  -0.531
C (1.13, -0.07, -3.51)  0.764
C (1.60, 0.21, -4.78)  -0.805
C (0.96, 1.19, -5.53)  -0.719
C (-0.15, 1.87, -5.03)  -0.560
C (-0.65, 1.59, -3.77)  -0.655
C (0.01, 0.62, -3.03)  0.601
O (-0.46, 0.29, -1.76)  -0.484
H (2.52, -2.72, -3.53)  0.427
H (0.77, -2.82, -3.40)  0.384
H (1.83, -3.14, -1.98)  0.324
H (2.59, 3.02, 2.08)  0.489
H (4.10, 3.87, 1.84)  0.497
H (2.58, 0.87, 3.21)  0.482
H (3.79, -0.94, 4.36)  0.454
H (6.26, -0.98, 4.33)  0.409
H (7.51, 0.80, 3.15)  0.400
H (6.30, 2.58, 1.97)  0.411
H (2.46, -0.31, -5.17)  0.502
H (1.32, 1.42, -6.52)  0.440
H (-0.63, 2.62, -5.64)  0.441
H (-1.51, 2.10, -3.37)  0.543
C (-1.28, -3.93, 2.42)  -1.540
C (-0.88, -3.13, 1.18)  0.407
C (0.61, -3.28, 0.88)  -1.365
P (-1.29, -1.33, 1.14)  -0.196
C (-1.07, -0.50, 2.77)  1.167
C (-2.20, -0.64, 3.79)  -1.672
C (0.26, -0.91, 3.43)  -1.660
C (-2.99, -1.15, 0.46)  0.798
C (-4.10, -1.82, 1.29)  -1.499
C (-3.07, -1.70, -0.97)  -1.493
H (-1.22, -5.00, 2.21)  0.452
H (-2.30, -3.72, 2.73)  0.319
H (-0.62, -3.73, 3.25)  0.322
H (-1.42, -3.53, 0.31)  0.534
H (1.24, -3.05, 1.74)  0.240
H (1.02, -2.64, 0.04)  0.468
H (0.86, -4.28, 0.51)  0.508
H (-1.01, 0.55, 2.48)  0.474
H (-2.40, -1.67, 4.05)  0.311
H (-3.12, -0.17, 3.45)  0.447
H (-1.90, -0.12, 4.70)  0.480
H (0.14, -1.85, 3.98)  0.219
H (0.54, -0.15, 4.16)  0.551
H (1.09, -1.02, 2.74)  0.162
H (-3.15, -0.07, 0.44)  0.427
H (-3.95, -2.90, 1.32)  0.332
H (-5.05, -1.65, 0.79)  0.454
H (-4.18, -1.45, 2.30)  0.307
H (-3.16, -2.79, -0.95)  0.380
H (-2.23, -1.43, -1.61)  0.254
H (-3.97, -1.32, -1.45)  0.502

Frontier orbital gap (alpha / beta): 0.196 / 0.204 Eh
Calculated total energy: -2373.7646 Eh
2S+1: 2
LUMO level (alpha / beta): -8.393 / -8.186 eV
Total charge: +2
Highest occupied orbital energy (alpha / beta): -13.726 / -13.734 eV
Energy above the lowest of the compared OMol25 structures with the same formula, charge and spin: 165.5 kJ/mol

The molecule C25H35N5O3, computed with the ωB97M-V functional and the def2-TZVPD basis.

Each line ends with the Mulliken charge.
Element x y z (Å)
C (-1.36, -4.42, 1.66)  -1.052
C (0.04, -5.02, 1.76)  -0.276
O (0.83, -4.82, 0.61)  -0.426
C (1.24, -3.49, 0.38)  0.670
C (2.38, -3.55, -0.66)  -1.309
N (2.97, -2.32, -1.11)  0.294
C (2.23, -1.49, -2.03)  -1.499
C (1.36, -0.41, -1.35)  -0.225
N (2.24, 0.39, -0.51)  0.500
C (1.88, 1.69, -0.22)  0.330
C (2.81, 2.71, -0.09)  -0.127
C (4.28, 2.42, -0.28)  -1.340
C (5.09, 2.45, 1.02)  -1.243
C (2.34, 4.04, 0.13)  1.758
C (3.28, 5.20, 0.26)  -1.184
N (1.07, 4.34, 0.22)  -0.717
C (0.18, 3.36, 0.09)  0.372
C (-1.21, 3.35, 0.13)  -1.579
C (-1.57, 2.01, -0.06)  0.402
C (-2.90, 1.44, -0.12)  0.772
C (-4.02, 2.19, 0.19)  -1.406
C (-5.30, 1.62, 0.11)  0.915
O (-6.33, 2.45, 0.43)  -0.435
C (-7.64, 1.95, 0.36)  -0.863
C (-5.44, 0.30, -0.28)  -0.645
C (-4.31, -0.46, -0.60)  0.536
O (-4.57, -1.74, -0.97)  -0.489
C (-3.48, -2.56, -1.32)  -0.517
C (-3.05, 0.10, -0.52)  -0.393
N (-0.49, 1.23, -0.20)  -1.456
N (0.56, 2.04, -0.13)  0.701
C (2.85, -0.43, 0.52)  0.019
C (3.70, -1.52, -0.14)  -1.041
H (-1.32, -3.33, 1.65)  0.240
H (-1.85, -4.77, 0.76)  0.230
H (-1.94, -4.73, 2.53)  0.451
H (0.56, -4.61, 2.64)  0.311
H (-0.02, -6.10, 1.86)  0.349
H (1.60, -3.05, 1.32)  0.286
H (0.41, -2.89, 0.00)  -0.114
H (2.00, -4.08, -1.53)  0.308
H (3.18, -4.17, -0.23)  0.255
H (1.60, -2.13, -2.65)  0.466
H (2.96, -0.98, -2.67)  0.338
H (0.91, 0.22, -2.11)  0.657
H (0.56, -0.87, -0.76)  0.068
H (4.70, 3.15, -0.97)  0.546
H (4.37, 1.44, -0.74)  0.138
H (6.11, 2.11, 0.82)  0.372
H (5.15, 3.46, 1.42)  0.342
H (4.65, 1.81, 1.78)  0.348
H (3.78, 5.18, 1.23)  0.212
H (4.03, 5.19, -0.52)  0.380
H (2.69, 6.11, 0.20)  0.387
H (-1.84, 4.20, 0.26)  0.436
H (-3.94, 3.22, 0.50)  0.412
H (-8.29, 2.77, 0.65)  0.250
H (-7.89, 1.63, -0.66)  0.339
H (-7.79, 1.11, 1.05)  0.337
H (-6.40, -0.18, -0.36)  0.483
H (-2.93, -2.17, -2.18)  0.324
H (-3.91, -3.53, -1.58)  0.297
H (-2.79, -2.69, -0.48)  0.042
H (-2.16, -0.45, -0.76)  0.421
H (3.48, 0.20, 1.16)  0.239
H (2.06, -0.88, 1.15)  0.070
H (4.12, -2.18, 0.62)  0.409
H (4.52, -1.03, -0.68)  0.325

Frontier orbital gap: 0.312 Eh
Calculated total energy: -1473.0833 Eh
2S+1: 1
SMILES string: CCOCCN1CCN(c2c(CC)c(C)nc3cc(-c4cc(OC)cc(OC)c4)nn23)CC1
LUMO level: 0.659 eV
Highest occupied orbital energy: -7.840 eV
Energy above the lowest of the compared OMol25 structures with the same formula, charge and spin: 522.7 kJ/mol